1.
Molecular formula: C52H41Cl2FGeHfN3O2
Method: DFT, ωB97M-V with the def2-TZVPD basis set

Output
HOMO	-2.841	eV
Kohn-Sham gap	4.7	eV
LUMO	1.8543	eV
relative energy (zero: lowest compared OMol25 entry of this formula, charge and spin)	0.000	eV

Geometry as ORCA input:
```
! wB97M-V def2-TZVPD RIJCOSX def2/J DEFGRID3
* xyz -1 1
Hf -0.7149 0.9079 0.4529
C 0.5797 -1.8345 3.8978
C 0.9377 -0.9553 4.9269
C 0.7059 0.3929 4.7697
C 0.1176 0.8738 3.5830
C -0.1813 0.0347 2.5002
C 0.0550 -1.3381 2.7220
C -0.2670 2.3007 3.4715
C 0.2526 3.2855 4.3698
C -0.1400 4.5727 4.2648
C -1.0914 4.9409 3.2829
C -1.5715 6.2648 3.1402
C -2.4910 6.5665 2.1815
C -2.9645 5.5456 1.3215
C -2.5097 4.2646 1.4353
C -1.5527 3.9278 2.4246
N -1.1151 2.6272 2.5218
H 0.7530 -2.9010 4.0028
H 1.3893 -1.3263 5.8395
H 0.9608 1.0603 5.5847
H -0.1343 -2.0333 1.9131
H 0.9787 2.9985 5.1149
H 0.2623 5.3313 4.9298
H -1.1915 7.0321 3.8072
H -2.8514 7.5815 2.0698
H -3.6869 5.7832 0.5496
H -2.8426 3.5025 0.7439
N -2.9700 0.6313 1.8755
C -3.8903 -0.3695 1.4238
C -5.1065 -0.6053 1.9820
C -5.9729 -1.6004 1.4588
C -5.5969 -2.3371 0.3793
C -4.3380 -2.1130 -0.2309
C -3.8968 -2.8248 -1.3772
C -2.6924 -2.5428 -1.9213
C -1.8963 -1.5363 -1.3131
N -2.2617 -0.8697 -0.2555
C -3.4830 -1.1325 0.2979
H -3.4210 1.5354 1.9500
H -2.5719 0.4002 2.7798
H -5.4112 -0.0161 2.8395
H -6.9357 -1.7692 1.9229
H -6.2517 -3.0975 -0.0313
H -4.5376 -3.5896 -1.8039
H -2.3038 -3.0591 -2.7914
H -0.9291 -1.2820 -1.7213
F 4.8706 3.2676 -3.3655
C 3.8042 3.1900 -2.5194
C 2.5320 3.3238 -3.0250
C 1.4517 3.2499 -2.1483
C 1.6165 3.0285 -0.7811
C 0.4597 2.9372 0.1656
C 2.9298 2.8996 -0.3257
C 4.0259 2.9847 -1.1774
H 2.3901 3.4834 -4.0876
H 0.4467 3.3488 -2.5447
H -0.3155 3.6524 -0.1444
H 0.8061 3.2618 1.1509
H 3.0978 2.7136 0.7308
H 5.0398 2.8783 -0.8087
Cl -2.8667 3.9459 -3.1100
C -2.8988 2.1657 -2.9841
Cl -4.5647 1.5444 -2.8988
C -2.0862 1.7224 -1.7734
O -0.9997 1.1571 -1.9749
O -2.5464 1.9291 -0.6119
H -2.4465 1.7653 -3.8799
C 1.0070 -0.2494 -0.1638
Ge 1.6315 -1.8091 -0.9425
C 1.3601 -3.5285 0.0514
C 0.1007 -4.1405 0.0956
C -0.1473 -5.2717 0.8657
C 0.8739 -5.8288 1.6279
C 2.1325 -5.2432 1.6058
C 2.3685 -4.1116 0.8255
C 3.5748 -1.7786 -1.2730
C 4.2970 -2.8950 -1.7074
C 5.6530 -2.8049 -2.0038
C 6.3112 -1.5855 -1.8785
C 5.6066 -0.4634 -1.4600
C 4.2502 -0.5638 -1.1591
C 0.9507 -2.2430 -2.7629
C 0.8127 -1.1939 -3.6810
C 0.3819 -1.4266 -4.9828
C 0.0811 -2.7209 -5.3995
C 0.2204 -3.7770 -4.5066
C 0.6519 -3.5362 -3.2013
H 1.8334 0.0445 0.5101
H -0.7199 -3.7199 -0.4796
H -1.1375 -5.7150 0.8781
H 0.6882 -6.7093 2.2324
H 2.9348 -5.6661 2.2006
H 3.3582 -3.6654 0.8358
H 3.7942 -3.8520 -1.8254
H 6.1955 -3.6821 -2.3390
H 7.3663 -1.5106 -2.1154
H 6.1069 0.4963 -1.3824
H 3.6918 0.3159 -0.8533
H 1.0285 -0.1795 -3.3531
H 0.2824 -0.5974 -5.6756
H -0.2540 -2.9035 -6.4141
H -0.0038 -4.7893 -4.8250
H 0.7503 -4.3732 -2.5155
*
```

Here are the Mulliken charges for atoms 1 to 8, given in e: atom 1 (Hf): 2.123, atom 2 (C): -0.627, atom 3 (C): -0.959, atom 4 (C): -0.906, atom 5 (C): 1.466, atom 6 (C): -0.486, atom 7 (C): -0.122, atom 8 (C): 0.692

***

2.
Molecular formula: C52H43ClIN2O3Pt
Method: DFT, ωB97M-V with the def2-TZVPD basis set

Output
HOMO	-4.901	eV
Kohn-Sham gap	7.3	eV
LUMO	2.3554	eV
relative energy (zero: lowest compared OMol25 entry of this formula, charge and spin)	0.525	eV

Geometry as ORCA input:
```
! wB97M-V def2-TZVPD RIJCOSX def2/J DEFGRID3
* xyz -1 1
Pt 0.1551 0.3360 -0.3656
O 1.3372 0.1988 1.2433
C 1.6903 -1.0416 1.7714
C 0.7868 -2.2015 1.2708
C -0.6576 -1.9746 1.5909
C -1.3286 -2.7079 2.5601
C -2.6634 -2.4319 2.8034
C -3.2863 -1.4342 2.0766
C -2.5558 -0.7334 1.1238
C -3.1428 0.3999 0.3499
C -2.4545 1.7390 0.7763
O -1.0951 1.6263 0.8146
C -2.9549 2.0207 2.2169
C -4.2137 2.5439 2.5055
C -4.6383 2.6950 3.8185
C -3.8121 2.3169 4.8690
C -2.5579 1.7932 4.5902
C -2.1343 1.6500 3.2755
C -2.9008 2.8841 -0.1469
C -4.1473 2.9525 -0.7626
C -4.5157 4.0642 -1.5113
C -3.6339 5.1208 -1.6689
C -2.3740 5.0466 -1.0864
C -2.0125 3.9389 -0.3366
N -1.2704 -1.0143 0.8953
C 1.5291 -0.9679 3.2974
C 1.8431 -2.0492 4.1190
C 1.6564 -1.9794 5.4907
C 1.1524 -0.8193 6.0669
C 0.8472 0.2640 5.2576
C 1.0371 0.1910 3.8823
C 3.1597 -1.3429 1.4027
C 3.4817 -1.8868 0.1566
C 4.7993 -2.0611 -0.2350
C 5.8350 -1.7004 0.6161
C 5.5335 -1.1596 1.8549
C 4.2098 -0.9840 2.2418
H 0.8755 -2.2652 0.1853
H 1.1275 -3.1423 1.7067
H -0.7983 -3.4672 3.1193
H -3.2089 -2.9824 3.5601
H -4.3214 -1.1716 2.2501
H -2.9757 0.2487 -0.7160
H -4.2171 0.4407 0.5329
H -4.8669 2.8550 1.7001
H -5.6172 3.1139 4.0212
H -4.1429 2.4342 5.8941
H -1.9030 1.4893 5.3991
H -1.1596 1.2475 3.0348
H -4.8494 2.1326 -0.6690
H -5.4893 4.0928 -1.9862
H -3.9165 5.9858 -2.2570
H -1.6674 5.8573 -1.2222
H -1.0315 3.8534 0.1128
H 2.2575 -2.9532 3.6855
H 1.9064 -2.8305 6.1130
H 1.0011 -0.7639 7.1381
H 0.4557 1.1751 5.6947
H 0.7998 1.0197 3.2287
H 2.6964 -2.1478 -0.5406
H 5.0147 -2.4555 -1.2203
H 6.8657 -1.8278 0.3076
H 6.3297 -0.8651 2.5285
H 3.9965 -0.5479 3.2093
Cl -4.5109 -2.5260 -5.5860
C -3.4260 -1.6453 -4.5331
C -3.3060 -0.2953 -4.6780
C -2.4650 0.4381 -3.8347
I -2.2907 2.4917 -4.1264
C -1.7272 -0.1368 -2.7949
O -1.0454 0.6242 -2.0135
C -1.7994 -1.5914 -2.7117
N -0.9990 -2.2108 -1.8131
C -1.0555 -3.5090 -1.6883
C -1.9160 -4.3241 -2.4479
C -2.7125 -3.7338 -3.3826
C -2.6694 -2.3319 -3.5587
H -3.8687 0.2155 -5.4473
H -0.3923 -3.9570 -0.9520
H -1.9300 -5.3948 -2.2909
H -3.3786 -4.3201 -4.0009
C 1.2672 0.0380 -3.8294
C 2.1277 0.7242 -2.7648
C 1.9688 2.2520 -2.9454
C 1.7109 0.4583 -1.3335
C 3.6038 0.3230 -2.9006
C 4.0157 -0.7571 -3.6767
C 5.3585 -1.1096 -3.7694
C 6.3209 -0.3924 -3.0804
C 5.9258 0.6780 -2.2879
C 4.5889 1.0238 -2.1996
H 0.3072 0.5353 -3.9037
H 1.0875 -1.0134 -3.5952
H 1.7527 0.1068 -4.8052
H 0.9115 2.5044 -2.8612
H 2.3341 2.5444 -3.9335
H 2.5122 2.8197 -2.1900
H 2.5727 0.5336 -0.6650
H 3.2858 -1.3433 -4.2167
H 5.6459 -1.9561 -4.3817
H 7.3663 -0.6666 -3.1508
H 6.6628 1.2389 -1.7263
H 4.3007 1.8476 -1.5584
*
```

Here are the Mulliken charges for atoms 1 to 8, given in e: atom 1 (Pt): 2.571, atom 2 (O): -1.029, atom 3 (C): 2.914, atom 4 (C): -2.134, atom 5 (C): -0.176, atom 6 (C): -0.403, atom 7 (C): -1.410, atom 8 (C): -0.373

***

Which of these has the lowest LUMO? C52H41Cl2FGeHfN3O2

***

Which of these has the highest HOMO? C52H41Cl2FGeHfN3O2